Entry one
The following is a DFT calculation (the ωB97M-V functional and the def2-TZVPD basis) of 6 unconnected molecules or ions with the total composition C21H59N5O6.

Each atom is followed by the atoms it is bonded to, with distances in Å.
Geometry (Å):
1 C 3.129 7.971 2.804  O2 1.415, H7 1.092, H8 1.094, H9 1.092
2 O 2.991 6.573 2.633  C1 1.415, C3 1.414
3 C 2.316 6.257 1.432  O2 1.414, C4 1.507, H10 1.097, H11 1.100
4 C 2.358 4.773 1.176  C3 1.507, C5 1.504, N6 1.492, H12 1.097
5 C 3.713 4.209 0.848  C4 1.504, H13 1.092, H14 1.087, H15 1.093
6 N 1.299 4.356 0.212  C4 1.492, H16 1.018, H17 1.017
7 H 4.112 8.356 2.522  C1 1.092
8 H 3.057 8.230 3.865  C1 1.094
9 H 2.286 8.471 2.324  C1 1.092
10 H 1.272 6.559 1.583  C3 1.097
11 H 2.737 6.750 0.543  C3 1.100
12 H 2.053 4.317 2.126  C4 1.097
13 H 4.049 4.512 -0.146  C5 1.092
14 H 3.743 3.130 0.978  C5 1.087
15 H 4.417 4.653 1.557  C5 1.093
16 H 1.177 5.073 -0.499  N6 1.018
17 H 0.427 4.383 0.736  N6 1.017
18 C 1.167 -1.479 -1.557  O19 1.413, H24 1.094, H25 1.088, H26 1.096
19 O 1.040 -2.860 -1.825  C18 1.413, C20 1.431
20 C -0.006 -3.496 -1.085  O19 1.431, C21 1.500, H27 1.106, H28 1.094
21 C -0.360 -4.905 -1.462  C20 1.500, C22 1.527, N23 1.469, H29 1.098
22 C -1.103 -5.005 -2.792  C21 1.527, H30 1.092, H31 1.096, H32 1.090
23 N -1.166 -5.558 -0.421  C21 1.469, H33 1.028, H34 1.018
24 H 0.264 -0.888 -1.741  C18 1.094
25 H 1.966 -1.214 -2.246  C18 1.088
26 H 1.454 -1.261 -0.523  C18 1.096
27 H 0.432 -3.595 -0.074  C20 1.106
28 H -0.788 -2.742 -0.961  C20 1.094
29 H 0.578 -5.461 -1.595  C21 1.098
30 H -1.353 -6.015 -3.126  C22 1.092
31 H -0.424 -4.660 -3.580  C22 1.096
32 H -2.012 -4.407 -2.854  C22 1.090
33 H -0.676 -5.362 0.460  N23 1.028
34 H -0.968 -6.557 -0.454  N23 1.018
35 C -2.623 0.434 1.342  O36 1.396, H41 1.094, H42 1.092, H43 1.099
36 O -3.712 -0.187 0.727  C35 1.396, C37 1.412
37 C -3.369 -1.342 -0.009  O36 1.412, C38 1.546, H44 1.087, H45 1.096
38 C -3.862 -2.605 0.735  C37 1.546, C39 1.536, N40 1.464, H46 1.094
39 C -3.048 -2.908 2.002  C38 1.536, H47 1.090, H48 1.097, H49 1.088
40 N -3.934 -3.770 -0.148  C38 1.464, H50 1.013, H51 1.021
41 H -1.871 -0.253 1.740  C35 1.094
42 H -2.880 1.141 2.133  C35 1.092
43 H -2.076 1.102 0.661  C35 1.099
44 H -3.720 -1.277 -1.036  C37 1.087
45 H -2.284 -1.488 -0.065  C37 1.096
46 H -4.885 -2.382 1.050  C38 1.094
47 H -3.505 -3.801 2.427  C39 1.090
48 H -3.323 -2.120 2.714  C39 1.097
49 H -1.967 -2.926 1.877  C39 1.088
50 H -4.552 -4.533 0.099  N40 1.013
51 H -3.031 -4.239 -0.063  N40 1.021
52 C -1.288 3.224 -1.842  O53 1.419, H58 1.093, H59 1.097, H60 1.085
53 O -2.135 3.558 -2.931  C52 1.419, C54 1.417
54 C -2.311 4.951 -3.124  O53 1.417, C55 1.521, H61 1.096, H62 1.100
55 C -3.630 5.285 -3.803  C54 1.521, C56 1.546, N57 1.468, H63 1.089
56 C -3.523 6.477 -4.781  C55 1.546, H64 1.091, H65 1.093, H66 1.084
57 N -4.692 5.640 -2.854  C55 1.468, H67 1.014, H68 1.012
58 H -1.740 3.521 -0.893  C52 1.093
59 H -0.339 3.751 -2.000  C52 1.097
60 H -1.076 2.163 -1.933  C52 1.085
61 H -2.204 5.420 -2.139  C54 1.096
62 H -1.498 5.295 -3.779  C54 1.100
63 H -3.997 4.452 -4.401  C55 1.089
64 H -4.151 6.178 -5.621  C56 1.091
65 H -2.539 6.463 -5.257  C56 1.093
66 H -3.791 7.436 -4.353  C56 1.084
67 H -4.894 4.879 -2.214  N57 1.014
68 H -4.493 6.447 -2.277  N57 1.012
69 C 2.687 -2.969 2.799  O70 1.409, H75 1.088, H76 1.097, H77 1.095
70 O 2.933 -4.003 1.874  C69 1.409, C71 1.421
71 C 3.410 -5.175 2.521  O70 1.421, C72 1.507, H78 1.095, H79 1.099
72 C 3.578 -6.248 1.475  C71 1.507, C73 1.558, N74 1.480, H80 1.090
73 C 2.226 -6.742 0.877  C72 1.558, H81 1.096, H82 1.091, H83 1.091
74 N 4.208 -7.429 2.106  C72 1.480, H84 1.021, H85 1.019
75 H 2.028 -2.217 2.369  C69 1.088
76 H 3.622 -2.479 3.096  C69 1.097
77 H 2.241 -3.339 3.727  C69 1.095
78 H 4.344 -4.894 3.020  C71 1.095
79 H 2.738 -5.531 3.313  C71 1.099
80 H 4.214 -5.894 0.663  C72 1.090
81 H 1.562 -5.933 0.554  C73 1.096
82 H 1.722 -7.327 1.648  C73 1.091
83 H 2.327 -7.363 -0.014  C73 1.091
84 H 4.393 -8.098 1.357  N74 1.021
85 H 3.485 -7.982 2.564  N74 1.019
86 C 1.436 0.770 1.051  O87 1.419, H88 1.092, H89 1.099, H90 1.088
87 O 0.660 1.470 0.091  C86 1.419, H91 0.974
88 H 2.340 0.333 0.623  C86 1.092
89 H 1.825 1.474 1.800  C86 1.099
90 H 0.780 0.105 1.609  C86 1.088
91 H 1.004 2.379 0.031  O87 0.974

Values from the calculation:
HOMO level (eV): -8.72
LUMO energy (eV): 0.466
Net charge: 0
SMILES string: COC[C@H](C)N.COC[C@H](C)N.COC[C@H](C)N.COC[C@H](C)N.COC[C@H](C)N.CO

Entry two
The following is a DFT calculation (the ωB97M-V functional and the def2-TZVPD basis) of 6 unconnected molecules or ions with the total composition C21H59N5O6.

Each atom is followed by the atoms it is bonded to, with distances in Å.
Geometry (Å):
1 C -14.776 13.079 -11.552  O2 1.409, H7 1.090, H8 1.090, H9 1.090
2 O -15.230 14.274 -10.961  C1 1.409, C3 1.479
3 C -16.700 14.437 -10.926  O2 1.479, C4 1.510, H10 1.090, H11 1.090
4 C -17.095 15.889 -10.804  C3 1.510, C5 1.475, N6 1.458, H12 1.090
5 C -16.856 16.417 -9.447  C4 1.475, H13 1.090, H14 1.090, H15 1.090
6 N -18.513 16.158 -11.014  C4 1.458, H16 1.010, H17 1.010
7 H -15.265 12.919 -12.513  C1 1.090
8 H -15.053 12.246 -10.907  C1 1.090
9 H -13.689 13.085 -11.632  C1 1.090
10 H -17.188 13.966 -11.779  C3 1.090
11 H -17.094 13.851 -10.096  C3 1.090
12 H -16.497 16.494 -11.486  C4 1.090
13 H -15.875 16.852 -9.257  C5 1.090
14 H -17.253 15.709 -8.720  C5 1.090
15 H -17.551 17.216 -9.193  C5 1.090
16 H -18.800 15.742 -11.888  N6 1.010
17 H -18.647 17.160 -11.013  N6 1.010
18 C -18.871 5.240 -17.215  O19 1.416, H24 1.090, H25 1.090, H26 1.090
19 O -18.595 4.087 -16.440  C18 1.416, C20 1.436
20 C -17.765 3.268 -17.277  O19 1.436, C21 1.562, H27 1.090, H28 1.090
21 C -18.041 1.752 -17.016  C20 1.562, C22 1.500, N23 1.465, H29 1.090
22 C -19.434 1.325 -17.371  C21 1.500, H30 1.090, H31 1.090, H32 1.090
23 N -17.922 1.365 -15.608  C21 1.465, H33 1.010, H34 1.010
24 H -19.662 5.893 -16.845  C18 1.090
25 H -19.129 5.065 -18.260  C18 1.090
26 H -18.078 5.953 -17.441  C18 1.090
27 H -17.938 3.383 -18.347  C20 1.090
28 H -16.716 3.273 -16.979  C20 1.090
29 H -17.352 1.198 -17.653  C21 1.090
30 H -19.737 1.628 -18.373  C22 1.090
31 H -20.193 1.667 -16.666  C22 1.090
32 H -19.517 0.241 -17.298  C22 1.090
33 H -17.049 1.576 -15.146  N23 1.010
34 H -18.487 2.093 -15.195  N23 1.010
35 C -16.454 9.024 -20.629  O36 1.407, H41 1.090, H42 1.090, H43 1.090
36 O -16.878 10.063 -19.781  C35 1.407, C37 1.446
37 C -15.843 10.866 -19.168  O36 1.446, C38 1.533, H44 1.090, H45 1.090
38 C -16.247 12.344 -19.118  C37 1.533, C39 1.539, N40 1.487, H46 1.090
39 C -16.391 12.865 -20.560  C38 1.539, H47 1.090, H48 1.090, H49 1.090
40 N -15.238 13.169 -18.401  C38 1.487, H50 1.010, H51 1.010
41 H -16.095 9.525 -21.528  C35 1.090
42 H -17.371 8.459 -20.798  C35 1.090
43 H -15.698 8.366 -20.199  C35 1.090
44 H -15.654 10.429 -18.187  C37 1.090
45 H -14.917 10.747 -19.731  C37 1.090
46 H -17.251 12.384 -18.697  C38 1.090
47 H -15.439 12.935 -21.086  C39 1.090
48 H -16.805 13.868 -20.662  C39 1.090
49 H -17.007 12.230 -21.197  C39 1.090
50 H -15.446 13.135 -17.413  N40 1.010
51 H -15.262 14.161 -18.590  N40 1.010
52 C -24.786 11.465 -25.266  O53 1.394, H58 1.090, H59 1.090, H60 1.090
53 O -23.402 11.625 -25.319  C52 1.394, C54 1.406
54 C -22.747 12.657 -24.625  O53 1.406, C55 1.534, H61 1.090, H62 1.090
55 C -22.736 12.290 -23.135  C54 1.534, C56 1.548, N57 1.506, H63 1.090
56 C -21.871 13.330 -22.381  C55 1.548, H64 1.090, H65 1.090, H66 1.090
57 N -21.977 11.018 -22.862  C55 1.506, H67 1.010, H68 1.010
58 H -25.152 11.490 -24.239  C52 1.090
59 H -25.155 10.611 -25.833  C52 1.090
60 H -25.235 12.351 -25.714  C52 1.090
61 H -21.769 12.698 -25.104  C54 1.090
62 H -23.248 13.603 -24.829  C54 1.090
63 H -23.753 12.155 -22.769  C55 1.090
64 H -22.319 14.313 -22.240  C56 1.090
65 H -20.864 13.421 -22.787  C56 1.090
66 H -21.611 13.091 -21.350  C56 1.090
67 H -21.710 10.871 -21.899  N57 1.010
68 H -22.522 10.173 -22.953  N57 1.010
69 C -17.517 10.300 -26.003  O70 1.410, H75 1.090, H76 1.090, H77 1.090
70 O -17.302 9.111 -26.729  C69 1.410, C71 1.416
71 C -18.328 8.202 -26.372  O70 1.416, C72 1.552, H78 1.090, H79 1.090
72 C -18.379 6.860 -27.149  C71 1.552, C73 1.523, N74 1.486, H80 1.090
73 C -18.403 7.022 -28.663  C72 1.523, H81 1.090, H82 1.090, H83 1.090
74 N -19.496 5.918 -26.886  C72 1.486, H84 1.010, H85 1.010
75 H -18.328 10.877 -26.448  C69 1.090
76 H -16.663 10.962 -25.864  C69 1.090
77 H -17.920 10.099 -25.010  C69 1.090
78 H -18.221 7.965 -25.313  C71 1.090
79 H -19.316 8.641 -26.508  C71 1.090
80 H -17.428 6.406 -26.870  C72 1.090
81 H -17.471 7.495 -28.972  C73 1.090
82 H -19.223 7.671 -28.972  C73 1.090
83 H -18.468 6.076 -29.201  C73 1.090
84 H -19.497 5.204 -27.601  N74 1.010
85 H -20.373 6.415 -26.956  N74 1.010
86 C -17.863 16.430 -25.539  O87 1.427, H88 1.090, H89 1.090, H90 1.090
87 O -17.594 17.821 -25.703  C86 1.427, H91 0.960
88 H -18.909 16.286 -25.811  C86 1.090
89 H -17.251 15.801 -26.186  C86 1.090
90 H -17.859 15.950 -24.560  C86 1.090
91 H -16.671 17.888 -25.449  O87 0.960

Values from the calculation:
HOMO level (eV): -9.11
LUMO energy (eV): 0.334
Net charge: 0
SMILES string: COC[C@H](C)N.COC[C@H](C)N.COC[C@H](C)N.COC[C@H](C)N.COC[C@H](C)N.CO

Most favorable structure: entry one. The second most favorable one is 0.0682 hartree above it.

Entry one
The following is a DFT calculation (the ωB97M-V functional and the def2-TZVPD basis) of 4 unconnected molecules or ions with the total composition CH8O2S2.

Each atom is followed by the atoms it is bonded to, with distances in Å.
Geometry (Å):
1 C -0.741 -0.210 -0.513  S2 1.727, H4 1.108, H5 1.111, H6 1.085
2 S -2.397 -0.575 -0.842  C1 1.727
3 S 2.465 0.235 -1.102  H7 1.338
4 H -0.377 0.668 -1.082  C1 1.108
5 H -0.096 -1.047 -0.853  C1 1.111
6 H -0.587 -0.035 0.547  C1 1.085
7 H 3.633 0.143 -1.748  S3 1.338
8 H 3.265 0.717 0.862  O10 0.965
9 H 3.782 0.038 2.184  O10 0.958
10 O 3.163 0.672 1.820  H8 0.965, H9 0.958
11 H -3.025 -0.225 1.094  O13 0.968
12 H -3.828 -0.100 2.539  O13 0.957
13 O -3.109 0.178 1.970  H11 0.968, H12 0.957

Values from the calculation:
HOMO level (eV): -8.65
LUMO energy (eV): -5.244
Net charge: 0

Entry two
The following is a DFT calculation (the ωB97M-V functional and the def2-TZVPD basis) of 4 unconnected molecules or ions with the total composition CH8O2S2.

Each atom is followed by the atoms it is bonded to, with distances in Å.
Geometry (Å):
1 C -1.007 0.226 -1.345  S2 1.734, H4 1.145, H5 1.090, H6 1.107
2 S -0.604 -0.930 -2.574  C1 1.734
3 S -1.672 0.735 1.548  H7 1.335
4 H -1.442 -0.436 -0.520  C1 1.145
5 H -1.801 0.957 -1.495  C1 1.090
6 H -0.165 0.828 -0.951  C1 1.107
7 H -2.415 0.446 2.619  S3 1.335
8 H 0.183 0.429 2.573  O10 0.977
9 H 1.469 -0.259 3.275  O10 0.948
10 O 1.115 0.145 2.494  H8 0.977, H9 0.948
11 H 1.417 -0.780 -2.292  O13 0.976
12 H 2.541 -0.627 -1.186  O13 0.977
13 O 2.381 -0.734 -2.144  H11 0.976, H12 0.977

Values from the calculation:
HOMO level (eV): -9.17
LUMO energy (eV): -4.840
Net charge: 0

Most favorable structure: entry two. The second most favorable one is 0.0184 hartree above it.